C68H80ClN2O8S2Sc as an isolated structure, computed with wB97M-V/def2-TZVPD.

The spin multiplicity is 1. Its energy above the lowest of the compared OMol25 structures with the same formula, charge and spin is 11.0 kcal per mole. The total energy comes out at -5367.870624 Eh. As for the frontier orbital gap: 0.2603 hartree.

XYZ file:
```
162
Properties=species:S:1:pos:R:3:forces:R:3
Sc 0.800 1.125 1.221 -0.3 0.9 -0.8
C 2.023 4.406 1.184 0.1 -0.1 0.0
N 0.810 3.679 1.569 0.0 0.0 0.0
C -0.325 4.316 0.902 -0.1 0.0 0.0
C 0.575 3.784 3.017 -0.1 -0.1 0.1
C 1.571 3.006 3.868 -0.2 0.2 -0.2
N 1.872 1.650 3.372 0.2 -0.4 -0.1
C 3.343 1.520 3.164 0.0 0.0 -0.1
C 3.806 0.361 2.320 -0.1 0.2 0.0
C 4.629 -0.602 2.865 0.0 0.0 0.0
C 5.202 -1.592 2.075 0.0 0.0 -0.1
C 4.984 -1.491 0.710 0.0 -0.1 0.1
C 4.160 -0.540 0.104 -0.1 0.1 -0.1
C 3.479 0.364 0.944 0.9 -0.2 0.1
O 2.558 1.248 0.535 1.7 0.1 -0.6
C 4.182 -0.503 -1.433 -0.1 0.1 0.0
C 4.067 -1.915 -2.029 0.0 0.0 0.0
C 3.059 0.338 -2.044 0.0 0.0 0.0
C 5.524 0.118 -1.856 -0.1 0.0 0.0
C 6.103 -2.664 2.683 0.1 0.0 0.0
C 5.490 -3.191 3.989 0.0 0.0 -0.1
C 7.480 -2.047 2.972 -0.1 -0.1 0.0
C 6.286 -3.858 1.738 -0.1 0.1 0.1
C 1.457 0.618 4.350 -0.2 -0.1 -0.1
C -0.009 0.205 4.411 0.1 0.3 -0.2
C -0.314 -0.729 5.394 0.0 0.0 0.1
C -1.579 -1.274 5.516 -0.1 0.0 0.0
C -2.570 -0.735 4.700 0.0 0.0 0.0
C -2.332 0.219 3.723 0.0 0.1 -0.1
C -0.989 0.597 3.482 -0.3 0.0 0.8
O -0.635 1.283 2.395 -1.6 -0.1 1.2
C -3.560 0.737 2.950 0.1 0.0 -0.1
C -4.162 -0.414 2.130 0.0 0.0 0.1
C -4.587 1.261 3.969 0.0 -0.1 -0.1
C -3.276 1.899 1.988 0.0 -0.1 0.1
C -1.902 -2.470 6.407 0.0 -0.1 0.0
C -0.685 -2.945 7.203 -0.1 0.1 -0.1
C -2.346 -3.626 5.493 0.0 0.1 0.1
C -3.029 -2.131 7.391 0.1 0.0 0.0
H 2.226 4.244 0.125 0.0 0.0 0.0
H 2.881 4.047 1.746 0.0 0.0 -0.1
H 1.908 5.483 1.365 0.0 0.0 0.0
H -0.459 5.347 1.260 0.0 0.0 0.0
H -1.230 3.747 1.106 0.0 0.0 0.0
H -0.146 4.343 -0.171 0.0 0.0 0.0
H -0.425 3.399 3.202 0.0 0.0 0.0
H 0.600 4.839 3.329 0.0 0.0 0.0
H 1.150 2.954 4.875 0.1 0.0 0.0
H 2.500 3.575 3.939 0.0 -0.1 0.1
H 3.846 1.481 4.139 0.0 0.0 0.0
H 3.678 2.424 2.654 -0.1 0.0 0.1
H 4.839 -0.558 3.929 0.0 0.0 0.0
H 5.485 -2.198 0.063 0.0 0.0 0.0
H 3.220 -2.453 -1.600 0.0 0.0 0.0
H 4.971 -2.505 -1.875 0.0 0.0 0.0
H 3.910 -1.848 -3.108 0.0 0.0 0.0
H 2.085 -0.031 -1.719 0.0 0.0 0.0
H 3.109 0.274 -3.135 0.0 0.0 0.0
H 3.151 1.382 -1.755 -0.1 0.1 0.0
H 6.363 -0.469 -1.478 0.0 0.0 0.0
H 5.616 1.133 -1.463 0.0 0.0 0.0
H 5.594 0.159 -2.947 0.0 0.0 0.0
H 5.425 -2.416 4.752 0.0 0.0 0.0
H 6.101 -4.001 4.392 0.0 0.0 0.0
H 4.486 -3.575 3.800 0.0 0.0 0.1
H 7.395 -1.206 3.663 0.0 0.0 0.0
H 7.930 -1.677 2.049 0.0 0.0 0.0
H 8.147 -2.794 3.411 0.0 0.0 0.0
H 5.319 -4.222 1.387 0.0 0.0 0.0
H 6.787 -4.668 2.271 0.0 0.0 0.0
H 6.900 -3.598 0.874 0.0 0.0 0.0
H 1.757 0.947 5.356 0.1 0.0 0.0
H 2.033 -0.277 4.118 0.1 0.0 0.0
H 0.489 -1.059 6.044 0.0 0.0 0.0
H -3.583 -1.103 4.810 0.0 0.0 0.0
H -4.555 -1.201 2.777 0.0 0.0 0.0
H -3.395 -0.859 1.493 0.0 0.0 -0.1
H -4.981 -0.045 1.505 0.0 0.0 0.0
H -4.943 0.475 4.635 0.0 0.0 0.0
H -5.453 1.679 3.447 0.0 0.0 0.0
H -4.141 2.047 4.580 0.0 0.0 0.0
H -2.612 1.596 1.183 0.0 0.1 0.0
H -2.823 2.737 2.522 0.0 0.0 -0.1
H -4.221 2.239 1.554 0.0 0.0 0.0
H 0.129 -3.227 6.533 0.0 0.0 0.1
H -0.956 -3.821 7.795 0.0 0.0 0.0
H -0.329 -2.171 7.886 0.0 0.0 0.0
H -1.590 -3.811 4.728 0.0 0.0 0.0
H -3.282 -3.391 4.983 0.0 0.0 0.0
H -2.491 -4.539 6.077 0.0 0.0 0.0
H -2.731 -1.312 8.048 0.0 0.0 0.0
H -3.265 -3.002 8.007 0.0 0.0 0.0
H -3.938 -1.832 6.867 0.0 0.0 0.0
C -5.907 4.507 -3.320 0.1 0.0 0.0
C -4.768 3.619 -2.900 0.0 0.0 0.0
C -4.544 2.390 -3.511 0.0 0.1 0.0
C -3.476 1.590 -3.135 0.0 -0.2 0.1
C -2.610 2.027 -2.145 -0.1 -0.2 0.2
C -2.824 3.237 -1.512 0.1 0.0 0.1
C -3.897 4.026 -1.890 0.0 0.0 -0.1
S -1.191 0.989 -1.704 -0.1 0.6 -0.7
O -0.549 1.683 -0.522 0.0 0.2 -0.2
C -0.220 1.561 -3.147 0.2 0.0 -0.1
C 0.580 2.687 -2.858 0.0 0.0 0.1
C 1.365 3.247 -3.813 0.0 0.0 0.0
C 1.458 2.653 -5.089 0.0 -0.1 -0.1
C 2.373 3.150 -6.048 0.0 0.0 -0.1
C 2.525 2.531 -7.254 0.0 0.1 0.1
C 1.756 1.389 -7.551 -0.1 -0.1 -0.1
C 0.844 0.906 -6.657 0.0 0.0 0.0
C 0.658 1.524 -5.393 0.2 0.0 0.1
C -0.256 1.002 -4.409 0.0 -0.1 0.3
C -1.188 -0.083 -4.871 0.0 -0.2 0.1
C -2.143 0.252 -5.896 -0.1 0.0 0.0
C -2.367 1.588 -6.313 0.1 0.0 0.0
C -3.251 1.875 -7.315 0.1 0.0 0.0
C -3.982 0.846 -7.940 -0.1 0.0 0.0
C -3.828 -0.445 -7.526 0.0 0.0 0.0
C -2.909 -0.775 -6.502 0.1 0.2 0.0
C -2.721 -2.118 -6.095 0.0 -0.1 0.1
C -1.852 -2.416 -5.097 0.0 -0.1 0.0
C -1.110 -1.396 -4.463 0.2 0.4 0.1
S 0.057 -1.901 -3.168 -0.5 -0.1 0.0
O 0.945 -2.901 -3.804 0.3 -0.1 -0.1
C -1.161 -2.879 -2.234 0.1 0.1 -0.1
C -0.849 -4.207 -2.017 0.2 0.1 0.0
C -1.730 -5.019 -1.314 -0.1 0.0 0.0
C -2.927 -4.515 -0.823 0.0 -0.1 0.0
C -3.899 -5.382 -0.069 0.1 0.1 0.0
C -3.229 -3.174 -1.060 0.0 0.0 0.0
C -2.358 -2.356 -1.756 0.0 0.0 0.0
H -6.582 3.993 -4.002 0.0 0.0 0.0
H -5.521 5.394 -3.825 -0.1 0.0 0.0
H -6.477 4.842 -2.453 0.0 0.0 0.0
H -5.210 2.052 -4.295 0.0 0.0 0.0
H -3.323 0.632 -3.619 -0.1 0.0 0.1
H -2.159 3.546 -0.724 0.1 0.0 0.1
H -4.063 4.976 -1.397 0.0 0.0 0.0
H 0.554 3.083 -1.853 0.0 0.0 0.0
H 1.958 4.128 -3.601 0.0 0.0 0.1
H 2.965 4.020 -5.791 0.0 0.0 0.0
H 3.246 2.900 -7.971 0.0 0.0 0.0
H 1.896 0.884 -8.498 0.0 0.0 0.0
H 0.279 0.019 -6.904 0.0 0.0 0.0
H -1.831 2.391 -5.826 0.0 0.0 0.0
H -3.391 2.900 -7.632 0.0 0.0 0.0
H -4.672 1.088 -8.738 0.0 0.0 0.0
H -4.412 -1.239 -7.976 0.0 0.0 0.0
H -3.277 -2.903 -6.593 0.0 0.0 0.0
H -1.674 -3.439 -4.792 -0.1 0.0 0.0
H 0.091 -4.585 -2.398 0.0 -0.1 0.0
H -1.480 -6.060 -1.149 0.0 0.0 0.0
H -3.474 -6.362 0.139 0.0 0.0 0.0
H -4.816 -5.518 -0.644 0.0 0.0 0.0
H -4.171 -4.911 0.877 0.0 -0.1 0.0
H -4.168 -2.770 -0.699 0.0 0.0 0.0
H -2.632 -1.326 -1.939 0.0 0.0 0.0
O -0.934 -1.868 1.757 -0.1 0.0 0.1
Cl 0.364 -1.670 1.218 -0.5 -1.5 -0.3
O 0.954 -2.885 0.801 0.1 0.0 -0.1
O 1.226 -0.982 2.159 0.2 0.5 0.3
O 0.273 -0.729 0.089 0.0 0.2 -0.3
```
Forces are in eV/Å.

---

C19H18FeO5 as an isolated structure, computed with wB97M-V/def2-TZVPD.

The spin multiplicity is 5. Its energy above the lowest of the compared OMol25 structures with the same formula, charge and spin is 0.0 kcal per mole. The total energy comes out at -2374.526798 Eh. The expectation value of S² is 6.1811. As for the frontier orbital gap (spin up / spin down): 0.2413 / 0.2485 hartree.

XYZ file:
```
43
Properties=species:S:1:pos:R:3:forces:R:3
O -0.504 3.329 0.878 0.7 -2.3 -0.1
C -0.184 2.212 0.929 -0.8 4.8 -0.3
Fe 0.098 0.493 1.258 -0.8 -0.7 0.4
C 0.079 0.684 3.049 -0.1 1.3 4.7
O -0.198 1.067 4.113 0.3 -0.7 -2.0
C -1.634 0.239 1.299 -4.9 -0.1 1.0
O -2.778 0.316 1.510 2.1 -0.4 -0.7
C 2.459 0.517 0.607 0.7 -0.4 0.8
C 1.905 0.717 -0.746 0.1 0.1 -1.0
C 0.472 0.239 -0.717 0.3 -0.5 -2.3
C 0.240 -1.057 -0.194 -0.5 0.8 -1.1
C 1.047 -1.466 0.863 1.2 -1.8 0.3
C 1.975 -0.526 1.391 1.8 -0.3 -0.1
H 3.276 1.150 0.954 -0.5 -0.2 0.2
H 1.987 1.770 -1.074 -0.1 -0.4 0.2
H 2.500 0.130 -1.486 -0.1 0.2 0.2
H -0.220 0.657 -1.453 0.3 -0.4 0.1
H -0.609 -1.663 -0.527 0.3 0.3 0.3
H 0.918 -2.437 1.344 -0.1 0.4 -0.1
H 2.414 -0.694 2.384 -0.1 0.0 -0.5
C 4.003 3.823 -3.575 0.1 0.0 -0.4
C 4.610 3.937 -2.200 -0.3 0.2 -0.5
O 4.724 2.612 -1.640 0.4 0.4 0.8
C 5.419 2.673 -0.462 0.1 1.9 -0.4
C 5.494 1.409 0.219 0.5 -0.1 -0.3
C 6.328 1.200 1.320 0.8 -0.2 1.2
C 7.073 2.257 1.945 -0.1 -0.2 0.1
C 7.778 2.041 3.122 -0.1 -0.3 -0.2
C 7.792 0.768 3.719 0.0 0.2 -0.4
C 7.155 -0.308 3.076 0.0 0.0 -0.1
C 6.457 -0.110 1.893 -0.1 0.4 -0.1
O 5.894 3.757 -0.094 -0.6 -1.7 -0.3
H 3.615 4.799 -3.875 0.0 -0.1 0.0
H 4.769 3.542 -4.307 -0.2 -0.1 0.1
H 3.190 3.091 -3.618 0.1 0.2 0.1
H 5.605 4.395 -2.268 -0.4 -0.1 0.2
H 3.977 4.550 -1.540 0.3 -0.2 -0.1
H 4.949 0.578 -0.206 0.1 0.0 -0.1
H 7.045 3.235 1.470 0.1 -0.3 0.3
H 8.331 2.872 3.568 -0.2 -0.3 -0.1
H 8.326 0.613 4.656 -0.1 0.0 -0.3
H 7.224 -1.311 3.500 0.0 0.3 -0.1
H 5.987 -0.939 1.356 0.1 0.2 0.4
```
Forces are in eV/Å.

---

C34H57N4OP2Zr as an isolated structure, computed with wB97M-V/def2-TZVPD.

The spin multiplicity is 1. The net charge is +3. Its energy above the lowest of the compared OMol25 structures with the same formula, charge and spin is 0.0 kcal per mole. The total energy comes out at -2352.906783 Eh. As for the frontier orbital gap: 0.2245 hartree.

XYZ file:
```
99
Properties=species:S:1:pos:R:3:forces:R:3
C -1.414 2.222 0.758 -0.2 -0.4 -0.2
C 0.201 2.102 -0.961 -0.4 -0.1 0.0
C -1.636 3.566 0.485 0.1 -0.1 0.3
C 0.077 3.460 -1.219 0.2 -0.3 0.0
C -0.872 4.183 -0.497 0.0 0.1 -0.1
H -2.365 4.106 1.088 0.3 0.0 -0.2
H 0.735 3.924 -1.960 -0.3 -0.1 0.3
H -0.970 5.245 -0.676 -0.1 0.0 0.0
N -0.604 1.492 -0.045 0.8 -0.5 0.6
P -1.044 0.098 2.588 -0.7 1.2 1.0
P 0.648 -0.518 -2.212 -0.1 1.0 0.2
C -2.075 1.515 1.935 -0.2 0.1 -0.1
H -2.265 2.257 2.731 0.0 -0.4 -0.3
H -3.046 1.101 1.606 0.4 0.2 0.3
C 0.460 -2.804 1.193 2.3 -8.8 3.4
O 0.751 -3.883 1.549 -1.6 6.1 -2.0
C 1.285 1.253 -1.586 0.2 -1.0 -0.4
H 1.706 1.760 -2.466 0.1 0.0 0.6
C 2.160 -1.549 -2.729 0.0 0.2 0.1
C -0.570 -0.238 -3.634 0.3 0.2 0.3
C 0.283 0.938 3.667 -0.1 -0.1 0.0
C -2.202 -1.046 3.545 0.2 0.0 0.0
C 2.634 -2.418 -1.548 0.1 0.1 0.2
H 1.966 -3.267 -1.354 0.0 0.0 -0.2
H 3.627 -2.820 -1.799 -0.3 0.0 0.1
H 2.749 -1.855 -0.615 0.1 -0.1 -0.2
C 1.801 -2.491 -3.889 -0.1 0.0 -0.1
H 1.016 -3.205 -3.608 0.2 0.2 -0.1
H 1.487 -1.955 -4.794 0.2 -0.2 0.3
H 2.701 -3.077 -4.137 -0.3 0.2 0.1
C 3.300 -0.609 -3.133 0.4 0.1 -0.2
H 4.046 -1.196 -3.697 -0.2 0.3 0.2
H 2.976 0.217 -3.782 0.1 -0.3 0.1
H 3.804 -0.188 -2.251 -0.2 -0.2 -0.3
C -1.223 -1.597 -3.963 -0.2 -0.3 0.0
H -1.165 -2.289 -3.115 0.0 0.0 -0.3
H -2.295 -1.470 -4.163 0.3 0.1 -0.1
H -0.775 -2.089 -4.835 -0.1 0.2 0.3
C -1.656 0.723 -3.121 -0.2 0.1 0.2
H -1.995 0.430 -2.122 0.1 0.0 -0.2
H -1.314 1.766 -3.082 -0.1 -0.3 0.0
H -2.547 0.673 -3.767 0.4 0.1 0.0
C 0.174 0.401 -4.823 -0.1 0.3 -0.5
H 1.175 0.773 -4.558 -0.3 -0.2 -0.2
H 0.260 -0.299 -5.665 0.1 0.3 0.3
H -0.386 1.277 -5.186 0.1 -0.3 0.0
C -1.341 -2.170 4.138 0.1 0.1 0.3
H -1.992 -2.847 4.711 0.2 0.1 -0.2
H -0.847 -2.760 3.355 -0.2 0.0 0.1
H -0.558 -1.798 4.809 -0.2 -0.1 0.0
C -3.222 -1.678 2.589 -0.2 0.0 -0.2
H -3.780 -0.946 1.996 0.0 -0.1 0.2
H -2.759 -2.380 1.889 0.1 0.0 0.1
H -3.953 -2.252 3.179 0.3 0.2 -0.1
C -2.959 -0.278 4.639 -0.3 0.0 0.4
H -3.252 0.733 4.325 0.0 -0.2 0.1
H -3.888 -0.822 4.870 0.3 0.2 -0.1
H -2.396 -0.209 5.576 -0.2 0.0 -0.3
C 0.709 2.263 3.015 0.0 0.1 -0.3
H -0.097 3.010 3.007 0.2 -0.2 0.1
H 1.557 2.690 3.576 -0.3 -0.2 -0.1
H 1.053 2.120 1.983 -0.1 0.0 0.2
C 1.491 -0.024 3.765 0.4 -0.1 0.1
H 2.319 0.293 3.115 -0.3 0.0 0.2
H 1.856 -0.054 4.805 -0.1 0.0 -0.4
H 1.262 -1.059 3.467 0.0 0.1 0.2
C -0.259 1.260 5.065 0.0 0.0 0.2
H -1.182 1.857 5.022 0.3 -0.2 0.1
H -0.424 0.358 5.666 0.0 0.3 -0.2
H 0.502 1.861 5.589 -0.2 -0.2 -0.2
Zr -0.040 -0.802 0.365 0.4 2.8 -2.0
N 1.853 0.022 0.410 -1.8 -0.6 -0.5
C 2.299 0.895 -0.399 0.3 0.9 -0.6
C 3.646 1.669 -0.237 -0.4 -0.4 -0.4
C 3.945 2.531 -1.457 0.0 0.1 -0.3
C 3.509 2.632 0.939 -0.3 0.1 0.5
C 4.794 0.671 0.019 0.2 -0.2 0.2
H 4.044 1.943 -2.373 0.0 0.1 0.0
H 3.170 3.292 -1.593 0.2 0.0 -0.1
H 4.897 3.049 -1.300 -0.2 -0.1 0.0
H 3.330 2.105 1.882 0.0 0.1 -0.2
H 4.437 3.207 1.052 -0.2 -0.2 -0.1
H 2.691 3.344 0.769 0.1 0.0 0.1
H 5.644 0.887 -0.641 -0.2 -0.1 0.2
H 5.145 0.759 1.053 0.0 -0.1 -0.2
H 4.499 -0.374 -0.128 0.1 0.2 0.0
N -3.773 0.104 -0.328 -0.1 -0.4 -0.2
C -3.509 -1.218 -0.687 0.3 0.6 0.1
C -4.556 -2.048 -1.109 0.1 -0.7 -0.2
C -4.274 -3.383 -1.415 -0.4 0.8 0.2
C -2.958 -3.825 -1.305 1.1 -0.6 0.1
C -1.962 -2.949 -0.905 -1.2 0.2 0.3
N -2.231 -1.658 -0.553 0.4 0.0 -0.2
H -4.720 0.422 -0.506 0.2 -0.1 0.0
H -3.088 0.800 -0.599 -0.1 -0.2 0.0
H -5.568 -1.636 -1.204 0.5 -0.2 0.0
H -5.059 -4.073 -1.736 0.3 0.3 0.1
H -2.689 -4.869 -1.503 -0.2 0.5 0.0
H -0.921 -3.284 -0.814 -0.3 0.0 -0.2
```
Forces are in eV/Å.

---

Please write out number 2 again, unchanged.
C19H18FeO5 as an isolated structure, computed with wB97M-V/def2-TZVPD.

The spin multiplicity is 5. Its energy above the lowest of the compared OMol25 structures with the same formula, charge and spin is 0.0 kcal per mole. The total energy comes out at -2374.526798 Eh. The expectation value of S² is 6.1811. As for the frontier orbital gap (spin up / spin down): 0.2413 / 0.2485 hartree.

XYZ file:
```
43
Properties=species:S:1:pos:R:3:forces:R:3
O -0.504 3.329 0.878 0.7 -2.3 -0.1
C -0.184 2.212 0.929 -0.8 4.8 -0.3
Fe 0.098 0.493 1.258 -0.8 -0.7 0.4
C 0.079 0.684 3.049 -0.1 1.3 4.7
O -0.198 1.067 4.113 0.3 -0.7 -2.0
C -1.634 0.239 1.299 -4.9 -0.1 1.0
O -2.778 0.316 1.510 2.1 -0.4 -0.7
C 2.459 0.517 0.607 0.7 -0.4 0.8
C 1.905 0.717 -0.746 0.1 0.1 -1.0
C 0.472 0.239 -0.717 0.3 -0.5 -2.3
C 0.240 -1.057 -0.194 -0.5 0.8 -1.1
C 1.047 -1.466 0.863 1.2 -1.8 0.3
C 1.975 -0.526 1.391 1.8 -0.3 -0.1
H 3.276 1.150 0.954 -0.5 -0.2 0.2
H 1.987 1.770 -1.074 -0.1 -0.4 0.2
H 2.500 0.130 -1.486 -0.1 0.2 0.2
H -0.220 0.657 -1.453 0.3 -0.4 0.1
H -0.609 -1.663 -0.527 0.3 0.3 0.3
H 0.918 -2.437 1.344 -0.1 0.4 -0.1
H 2.414 -0.694 2.384 -0.1 0.0 -0.5
C 4.003 3.823 -3.575 0.1 0.0 -0.4
C 4.610 3.937 -2.200 -0.3 0.2 -0.5
O 4.724 2.612 -1.640 0.4 0.4 0.8
C 5.419 2.673 -0.462 0.1 1.9 -0.4
C 5.494 1.409 0.219 0.5 -0.1 -0.3
C 6.328 1.200 1.320 0.8 -0.2 1.2
C 7.073 2.257 1.945 -0.1 -0.2 0.1
C 7.778 2.041 3.122 -0.1 -0.3 -0.2
C 7.792 0.768 3.719 0.0 0.2 -0.4
C 7.155 -0.308 3.076 0.0 0.0 -0.1
C 6.457 -0.110 1.893 -0.1 0.4 -0.1
O 5.894 3.757 -0.094 -0.6 -1.7 -0.3
H 3.615 4.799 -3.875 0.0 -0.1 0.0
H 4.769 3.542 -4.307 -0.2 -0.1 0.1
H 3.190 3.091 -3.618 0.1 0.2 0.1
H 5.605 4.395 -2.268 -0.4 -0.1 0.2
H 3.977 4.550 -1.540 0.3 -0.2 -0.1
H 4.949 0.578 -0.206 0.1 0.0 -0.1
H 7.045 3.235 1.470 0.1 -0.3 0.3
H 8.331 2.872 3.568 -0.2 -0.3 -0.1
H 8.326 0.613 4.656 -0.1 0.0 -0.3
H 7.224 -1.311 3.500 0.0 0.3 -0.1
H 5.987 -0.939 1.356 0.1 0.2 0.4
```
Forces are in eV/Å.